[1]
C36H90F2K3NO28P6S2 as an isolated structure in a non-equilibrium geometry. Source: the OMol25 dataset; level of theory: wB97M-V/def2-TZVPD.

For the strongest force on any atom, the calculation gives 9.94 eV/A. The calculation puts the lowest unoccupied orbital energy at -6.17 eV. The total energy comes out at -229427.1928 eV. As for the net charge: +2.

Atoms and positions in Å:
K -3.4604 -0.0784 -1.9021
K -2.4992 0.1018 1.5828
K 0.6605 -3.3085 -4.7136
N -1.1647 -0.7536 -0.7210
S 0.1834 0.0433 -1.2667
O 0.6915 -0.1421 -2.6579
O 1.1697 0.4096 -0.2220
F -0.6990 1.4176 -1.5216
S -0.5025 -2.1205 -0.9815
O 0.5127 -2.4510 0.0037
O -0.4028 -2.6422 -2.2952
F -1.7099 -3.1101 -0.4632
C 5.1953 -4.4714 -5.2193
C 5.9489 -3.6809 -4.1488
O 5.7849 -2.3088 -4.6126
P 4.5873 -1.3972 -3.9998
O 3.2025 -2.0121 -4.1979
O 4.9681 -1.1672 -2.4236
C 4.0487 -0.3748 -1.6603
C 4.6906 0.9631 -1.3835
O 4.8275 0.0666 -4.5581
C 6.1036 0.5723 -4.8338
C 5.9623 2.0087 -5.3914
H 5.3579 -5.5483 -5.1755
H 4.1184 -4.3375 -5.1170
H 5.5631 -4.1472 -6.1928
H 5.6345 -3.8602 -3.1207
H 7.0288 -3.8208 -4.0985
H 3.0778 -0.1426 -2.0978
H 3.7654 -0.9433 -0.7745
H 4.1157 1.6952 -0.8164
H 5.5834 0.7865 -0.7836
H 5.0072 1.5250 -2.2622
H 6.8013 0.4897 -4.0005
H 6.4860 -0.0737 -5.6241
H 5.3241 2.5884 -4.7245
H 6.9113 2.5172 -5.5616
H 5.3989 1.9405 -6.3220
C 1.9208 -2.5468 7.2497
C 2.2687 -1.7968 5.8895
O 1.0590 -1.5726 5.1708
P 1.0644 -0.5657 3.9140
O -0.1508 -0.5788 3.0993
O 1.5156 0.8997 4.5214
C 1.3557 2.0678 3.7294
C 1.5033 3.3655 4.6282
O 2.4169 -1.0128 3.1597
C 2.4685 -2.1550 2.2928
C 3.4581 -3.2560 2.8094
H 2.8423 -2.7436 7.7975
H 1.3717 -1.9720 7.9954
H 1.3658 -3.4772 7.1291
H 2.6900 -0.8077 6.0693
H 3.0179 -2.2256 5.2239
H 2.0091 2.1357 2.8596
H 0.3727 2.1647 3.2686
H 1.5079 4.2779 4.0319
H 0.7661 3.3034 5.4286
H 2.4917 3.1114 5.0113
H 1.4497 -2.5010 2.1180
H 2.6430 -1.7909 1.2804
H 2.9284 -3.8808 3.5286
H 3.6852 -3.9826 2.0292
H 4.3482 -2.8547 3.2939
C 2.4729 3.2393 -2.9407
C 1.3537 3.9419 -3.6797
O 1.7018 5.2128 -3.9471
P 1.5892 5.8013 -5.4448
O 1.6878 7.3341 -5.4834
O 0.1782 5.1761 -5.9488
C -0.4576 5.6399 -7.2028
C -1.5725 4.6790 -7.5769
O 2.6274 4.9019 -6.3080
C 3.6841 5.5857 -6.9813
C 5.0629 4.9318 -6.8785
H 2.3994 3.7363 -1.9734
H 2.2371 2.1974 -2.7238
H 3.4343 3.4802 -3.3944
H 1.0967 3.4395 -4.6123
H 0.4282 3.9159 -3.1044
H -0.9246 6.6132 -7.0525
H 0.3433 5.6728 -7.9415
H -1.1368 3.6827 -7.6514
H -2.2734 4.6654 -6.7422
H -2.0645 4.9029 -8.5235
H 3.5018 5.6683 -8.0527
H 3.8877 6.5553 -6.5269
H 5.8379 5.6289 -7.1972
H 5.4160 4.7043 -5.8727
H 5.1100 4.0818 -7.5593
C -1.0106 -6.2153 2.9406
C -1.8284 -5.1730 2.2197
O -3.0511 -4.8526 2.8692
P -3.3236 -3.4692 3.7528
O -3.4690 -2.2299 2.9093
O -4.6201 -3.9172 4.6760
C -5.8741 -3.3654 4.3355
C -6.2507 -1.8331 4.6576
O -2.1965 -3.3716 4.9263
C -2.3345 -2.4119 6.0218
C -1.9502 -3.0994 7.3421
H 0.0510 -6.0583 2.7497
H -0.9716 -6.0027 4.0089
H -1.4080 -7.2198 2.7949
H -1.2386 -4.2581 2.2770
H -2.0913 -5.2908 1.1685
H -5.9403 -3.4769 3.2532
H -6.6522 -4.0059 4.7506
H -5.4344 -1.1663 4.3797
H -7.1309 -1.5583 4.0763
H -6.4149 -1.5486 5.6969
H -1.6328 -1.6065 5.8046
H -3.3236 -1.9543 6.0422
H -2.0163 -2.4343 8.2032
H -2.8210 -3.7550 7.3386
H -0.9259 -3.4634 7.2611
C 5.4956 8.5147 1.5617
C 4.0903 8.9429 1.6825
O 3.3800 7.7408 1.4150
P 1.7496 7.8069 1.1848
O 1.3367 8.7882 0.1355
O 1.4107 6.2315 1.0002
C 0.6056 5.7158 -0.0186
C 0.0282 4.3138 0.2036
O 1.2878 8.2122 2.6422
C -0.0555 8.1590 3.0633
C -0.1839 6.9861 4.0518
H 6.2223 9.3100 1.7278
H 5.7734 7.8191 2.3535
H 5.7290 8.1267 0.5702
H 3.8302 9.4066 2.6340
H 3.8035 9.7373 0.9936
H -0.2753 6.3312 -0.2017
H 1.2294 5.7949 -0.9089
H 0.8154 3.6472 0.5557
H -0.7670 4.2997 0.9490
H -0.3258 3.9347 -0.7551
H -0.1741 9.0965 3.6066
H -0.8376 8.0500 2.3120
H -0.7741 7.2877 4.9171
H -0.5228 6.0928 3.5271
H 0.7933 6.6929 4.4355
C -10.8817 -7.3820 -0.4413
C -9.7078 -7.7092 -1.3010
O -8.9706 -6.5049 -1.5384
P -7.9709 -5.9469 -0.3764
O -8.7072 -5.3767 0.8159
O -7.0196 -7.2803 -0.1670
C -5.9857 -7.1346 0.8271
C -4.8008 -7.9349 0.4194
O -7.0571 -4.7914 -1.1118
C -6.2308 -3.9209 -0.4258
C -4.7927 -4.2481 -0.9789
H -11.5176 -8.2671 -0.4268
H -10.5614 -7.0255 0.5377
H -11.4284 -6.6239 -1.0022
H -9.1047 -8.5287 -0.9100
H -10.0400 -7.9534 -2.3100
H -5.6808 -6.0927 0.9252
H -6.2493 -7.6227 1.7653
H -4.3830 -7.7151 -0.5631
H -3.9723 -7.6352 1.0613
H -4.9259 -9.0095 0.5522
H -6.5214 -2.9019 -0.6814
H -6.2314 -4.0145 0.6602
H -4.1651 -3.3622 -0.8820
H -4.3132 -5.0715 -0.4495
H -4.8495 -4.4747 -2.0436

Forces on atoms 1 to 6 (eV/Å):
-0.27 0.06 -0.54
0.52 -0.56 1.25
0.63 0.35 0.23
1.25 1.33 -1.52
3.88 6.88 -1.18
-1.74 -0.64 3.70

Mulliken population analysis, charges in e, atoms 1 to 8:
1. K 0.99
2. K 0.96
3. K 0.98
4. N 0.09
5. S 0.67
6. O -0.57
7. O -0.14
8. F -0.41

[2]
C36H90F6K2N3O36P6S6 as an isolated structure in a non-equilibrium geometry. Source: the OMol25 dataset; level of theory: wB97M-V/def2-TZVPD.

For the strongest force on any atom, the calculation gives 11.60 eV/A. The calculation puts the lowest unoccupied orbital energy at -0.95 eV. The total energy comes out at -286679.0303 eV. As for the net charge: -1.

Atoms and positions in Å:
K -6.2804 -4.5911 -3.6572
K 0.4076 -5.0821 -1.9938
N -5.2630 -5.5511 -8.1908
S -3.7824 -6.3194 -7.9622
O -3.0550 -5.7460 -6.8458
O -2.9306 -6.7956 -9.0235
F -4.2859 -7.7402 -7.3153
S -4.8098 -4.8767 -9.4473
O -5.1808 -5.4790 -10.7489
O -3.6933 -3.9381 -9.4433
F -6.0945 -3.8478 -9.3141
N -2.7161 -1.3816 -2.7665
S -2.4732 -0.7021 -1.2252
O -3.0543 0.5895 -0.8367
O -1.2228 -1.1126 -0.5969
F -3.5752 -1.6787 -0.5240
S -2.4854 -0.0536 -3.4679
O -1.1279 0.4608 -3.4616
O -3.6246 0.8246 -3.5019
F -2.4985 -0.7601 -4.9238
N -10.3994 1.2325 -1.0684
S -11.3926 0.5918 -2.3239
O -12.7582 0.1422 -1.9127
O -10.7806 -0.1881 -3.3514
F -11.7498 1.9667 -3.0974
S -10.1138 -0.1813 -0.5829
O -9.2226 -1.0673 -1.2985
O -11.0751 -0.6853 0.3810
F -8.9330 0.4414 0.2965
C 2.8094 7.5639 -9.1476
C 3.1098 6.5958 -10.2952
O 2.6535 5.2657 -9.9454
P 3.6008 3.9843 -10.3269
O 4.1924 3.8377 -11.6658
O 4.6636 3.9010 -9.1188
C 5.7490 4.7935 -9.1464
C 6.9288 4.0876 -9.7170
O 2.6491 2.7492 -9.9932
C 1.4231 2.6271 -10.6901
C 1.4088 1.3655 -11.5811
H 1.7436 7.7405 -9.0027
H 3.1034 7.0498 -8.2324
H 3.2491 8.5538 -9.2701
H 2.4119 7.0075 -11.0243
H 4.1273 6.5855 -10.6858
H 5.5723 5.7046 -9.7180
H 5.8957 5.1359 -8.1220
H 7.7883 4.7552 -9.7769
H 7.3133 3.3330 -9.0308
H 6.7068 3.6889 -10.7069
H 0.6217 2.4485 -9.9732
H 1.1086 3.5219 -11.2272
H 2.2106 1.5105 -12.3051
H 1.6482 0.4800 -10.9923
H 0.4368 1.1189 -12.0085
C -1.8482 10.3089 -2.6293
C -0.5137 10.1052 -1.9641
O -0.0658 8.7809 -2.2741
P -0.3625 7.4636 -1.3345
O -1.7665 7.0578 -1.2163
O 0.4264 7.8165 0.0009
C -0.0210 7.2469 1.2135
C 0.1854 5.7423 1.1976
O 0.6089 6.3537 -2.0102
C 2.0038 6.5064 -2.0845
C 2.4791 5.2009 -2.6771
H -2.7100 9.7250 -2.3061
H -2.0430 11.3814 -2.6286
H -1.8033 9.9478 -3.6567
H 0.1901 10.9072 -2.1866
H -0.5124 10.2978 -0.8913
H 0.5421 7.7611 1.9924
H -1.0714 7.4536 1.4185
H 0.1773 5.3037 0.1998
H 1.1535 5.5518 1.6609
H -0.6209 5.2882 1.7736
H 2.1888 7.3341 -2.7692
H 2.4866 6.7887 -1.1490
H 1.9364 5.2122 -3.6223
H 3.5331 5.1362 -2.9475
H 2.1391 4.3675 -2.0624
C 11.7095 2.0973 5.3178
C 10.3534 1.3438 5.1296
O 9.9604 1.4153 3.7840
P 8.6441 2.1668 3.2000
O 8.6673 2.1884 1.6840
O 8.7710 3.6237 4.0130
C 8.3555 4.8381 3.4904
C 6.8696 5.0556 3.7612
O 7.4359 1.3097 3.8776
C 7.0702 0.1301 3.2809
C 5.8818 0.3292 2.3819
H 12.2159 1.8621 6.2539
H 12.4217 1.7794 4.5564
H 11.5790 3.1756 5.2259
H 10.3926 0.2656 5.2844
H 9.6531 1.7308 5.8699
H 8.8805 5.5630 4.1125
H 8.6504 4.9706 2.4494
H 6.7711 4.8869 4.8336
H 6.4825 6.0390 3.4945
H 6.3178 4.3096 3.1893
H 7.9326 -0.4160 2.8986
H 6.6988 -0.5132 4.0786
H 5.5564 -0.5488 1.8238
H 5.0320 0.7376 2.9288
H 5.9449 1.1380 1.6539
C 3.9876 -3.4494 -6.2196
C 3.5249 -4.9149 -6.6964
O 4.5173 -5.8848 -6.7219
P 5.4601 -6.2610 -5.4396
O 4.7084 -6.1996 -4.1984
O 6.0680 -7.7325 -5.8218
C 5.3465 -8.9809 -5.6030
C 5.8712 -9.7233 -4.3743
O 6.6274 -5.1344 -5.4507
C 7.4709 -4.9189 -4.3223
C 6.7747 -3.8894 -3.3975
H 3.2530 -2.6672 -6.4110
H 4.1984 -3.2727 -5.1649
H 4.8978 -3.0804 -6.6924
H 2.7810 -5.2864 -5.9916
H 3.0421 -4.7257 -7.6552
H 4.2974 -8.9495 -5.3090
H 5.3001 -9.7089 -6.4130
H 5.3509 -10.6794 -4.4326
H 6.9454 -9.8119 -4.5366
H 5.6452 -9.2417 -3.4229
H 7.6977 -5.8778 -3.8564
H 8.4202 -4.5251 -4.6854
H 5.7207 -4.0680 -3.1846
H 7.3531 -3.7892 -2.4791
H 6.8739 -2.9393 -3.9224
C -8.9694 -4.2444 6.0358
C -10.2183 -3.8267 6.9144
O -10.3675 -4.6547 8.0522
P -9.9460 -3.9410 9.4708
O -8.6267 -3.1933 9.4120
O -11.1873 -3.0237 9.8106
C -12.4164 -3.6457 10.0765
C -13.4420 -2.6459 9.7536
O -9.9634 -5.0862 10.6640
C -9.3068 -4.8743 11.8761
C -10.0040 -3.7602 12.7107
H -9.0977 -5.2402 5.6116
H -8.6795 -3.4806 5.3142
H -8.1429 -4.2753 6.7456
H -10.0768 -2.7802 7.1846
H -11.1712 -3.8678 6.3868
H -12.5411 -4.5382 9.4633
H -12.5831 -4.0059 11.0916
H -14.4522 -3.0086 9.9436
H -13.1897 -1.7542 10.3275
H -13.3943 -2.3135 8.7166
H -9.1384 -5.7829 12.4542
H -8.3018 -4.4907 11.7003
H -9.5928 -3.4294 13.6644
H -10.1510 -2.8551 12.1214
H -11.0391 -4.0095 12.9440
C -2.1470 -4.3515 9.2244
C -1.9188 -3.9732 7.7350
O -0.8948 -2.9136 7.7672
P -0.2153 -2.4323 6.3378
O -0.2775 -3.3786 5.1795
O 1.2576 -2.0097 6.8483
C 1.5499 -1.0384 7.9046
C 2.7762 -1.6051 8.5314
O -0.9710 -1.0528 6.0059
C -2.3644 -0.9029 6.0267
C -2.8845 -0.2548 7.3053
H -1.1896 -4.4100 9.7423
H -2.7601 -3.5446 9.6257
H -2.5410 -5.3678 9.2302
H -1.5089 -4.8939 7.3198
H -2.8576 -3.6458 7.2882
H 1.6435 -0.0627 7.4278
H 0.8049 -0.9248 8.6921
H 2.5854 -2.6678 8.6806
H 3.6146 -1.2764 7.9173
H 2.9020 -1.1020 9.4901
H -2.4918 -0.1552 5.2438
H -3.0245 -1.6988 5.6819
H -2.3281 0.5800 7.7315
H -3.9043 0.1125 7.1906
H -2.9041 -0.9842 8.1150

Forces on atoms 1 to 6 (eV/Å):
-0.01 0.43 -0.22
-0.05 0.39 -0.09
3.22 -4.40 3.24
1.97 -2.48 3.83
-1.09 0.00 -0.53
-1.56 0.73 -0.06

Mulliken population analysis, charges in e, atoms 1 to 8:
1. K 0.99
2. K 0.98
3. N -0.23
4. S 1.10
5. O -0.59
6. O -0.53
7. F -0.31
8. S 1.04

Q: Which of these has the highest strongest force on any atom?
A: C36H90F6K2N3O36P6S6